Computed, not measured: an isolated molecule of C7H7N at a distorted geometry, with ωB97M-V/def2-TZVPD.

HOMO-LUMO gap   9.109 eV
Total charge   0
2S+1   1
E   -325.5050 hartree
LUMO level   0.68 eV

Bonds (Å) are listed after each position.
Element x y z (Å)
1 C 0.1255 -2.3901 -0.1971  C2 1.548, C4 1.294, H9 1.070
2 C -1.0650 -1.8106 0.6045  C1 1.548, N8 1.266, H10 1.114
3 C -0.4078 0.3772 1.0972  C5 1.346, N8 1.370, H11 1.121
4 C 0.8816 -1.5745 -0.8582  C1 1.294, C6 1.305
5 C -0.8607 1.6451 1.0832  C3 1.346, C7 1.309
6 C 1.5405 -0.7034 -1.5731  C4 1.305, H12 1.059, H13 1.065
7 C -1.1044 2.9304 1.1121  C5 1.309, H14 1.029, H15 1.004
8 N -1.3119 -0.6512 1.0478  C2 1.266, C3 1.370
9 H 0.3077 -3.4215 -0.4139  C1 1.070
10 H -1.9452 -2.4924 0.6374  C2 1.114
11 H 0.6826 0.1858 1.2755  C3 1.121
12 H 2.3901 -0.3908 -1.0227  C6 1.059
13 H 0.9925 -0.4650 -2.4549  C6 1.065
14 H -1.2690 3.4743 0.2539  C7 1.029
15 H -1.3723 3.3466 1.9856  C7 1.004

***

Computed, not measured: an isolated molecule of C7H7N at a distorted geometry, with ωB97M-V/def2-TZVPD.

HOMO-LUMO gap   8.789 eV
Total charge   0
2S+1   1
E   -325.5323 hartree
LUMO level   0.54 eV

Bonds (Å) are listed after each position.
Element x y z (Å)
1 C 1.1245 -0.7092 1.0497  C2 1.462, C4 1.305, H9 1.083
2 C 0.5069 -1.8579 0.3893  C1 1.462, N8 1.264, H10 1.086
3 C -1.1930 -0.7432 -0.7661  C5 1.306, N8 1.386, H11 1.082
4 C 0.4486 0.3615 1.3652  C1 1.305, C6 1.291
5 C -0.5900 0.2350 -1.3871  C3 1.306, C7 1.294
6 C -0.2725 1.3753 1.7087  C4 1.291, H12 1.079, H13 1.076
7 C 0.0770 1.0742 -2.1127  C5 1.294, H14 1.080, H15 1.080
8 N -0.5369 -1.8801 -0.3225  C2 1.264, C3 1.386
9 H 2.1715 -0.8044 1.3090  C1 1.083
10 H 0.9907 -2.8150 0.5616  C2 1.086
11 H -2.2678 -0.7739 -0.6455  C3 1.082
12 H -0.7830 1.4128 2.6582  C6 1.079
13 H -0.4020 2.2260 1.0634  C6 1.076
14 H 0.4959 1.9810 -1.7007  C7 1.080
15 H 0.2300 0.9179 -3.1704  C7 1.080

***

Q: Which value of LUMO level does entry 1 give?
A: 0.68 eV

***

Q: The highest LUMO level belongs to which entry?
A: number 1